[1]
{"formula": "C4H14N4", "method": "ωB97M-V/def2-TZVPD", "homo_energy_ev": -6.97, "homo_lumo_gap_ha": 0.287, "e_lumo_ev": 0.85, "relative_energy_kcal_mol": 122.6, "total_energy_ev": -10330.488, "fmax_ha_per_bohr": 0.1239, "species": ["C", "C", "C", "C", "N", "N", "N", "N", "H", "H", "H", "H", "H", "H", "H", "H", "H", "H", "H", "H", "H", "H"], "coordinates": [[-0.14644, 0.45394, -0.49671], [-0.37388, -0.37755, 0.65482], [-0.53351, 1.02718, 1.85103], [0.72845, 1.80998, 2.12214], [-0.43627, -1.30396, -1.34594], [-1.73965, -1.80067, -1.58304], [0.56155, -2.02501, -2.07536], [1.11625, 0.86071, -0.84597], [-0.94895, 1.09941, -0.83725], [-1.76948, -2.79990, -1.36670], [-1.94612, -1.74995, -2.58100], [0.93950, -1.44627, -2.82194], [1.34809, -2.22319, -1.45206], [1.19907, 1.39877, -1.69325], [1.91806, 0.60772, -0.28900], [-1.35741, -0.82072, 0.75549], [0.48065, -0.92529, 1.04448], [-1.36743, 1.68875, 1.60377], [-0.84084, 0.46081, 2.73221], [0.98818, 2.46312, 1.28344], [1.56727, 1.14361, 2.34271], [0.61289, 2.45850, 2.99814]]}

[2]
{"formula": "C4H14N4", "method": "ωB97M-V/def2-TZVPD", "homo_energy_ev": -8.85, "smiles": "[H]/N=C/NC.NCCN", "homo_lumo_gap_ha": 0.363, "e_lumo_ev": 1.03, "relative_energy_kcal_mol": 19.2, "total_energy_ev": -10334.973, "fmax_ha_per_bohr": 0.0064, "species": ["H", "N", "C", "N", "C", "H", "H", "H", "H", "H", "N", "C", "C", "N", "H", "H", "H", "H", "H", "H", "H", "H"], "coordinates": [[-2.55505, -0.53266, -2.97835], [-2.66804, -1.03798, -2.11420], [-2.30076, -0.30726, -1.14321], [-2.26877, -0.76578, 0.14653], [-2.30916, 0.18690, 1.23591], [-1.97075, 0.73030, -1.23370], [-2.75800, -1.64052, 0.24903], [-2.35162, -0.33296, 2.18968], [-1.39867, 0.78653, 1.23553], [-3.16073, 0.87049, 1.17811], [2.27734, -1.66028, 0.07256], [1.61232, -0.40659, 0.43235], [2.19825, 0.73253, -0.38305], [1.52669, 1.99382, -0.05301], [1.74416, -2.45039, 0.40507], [3.19171, -1.73686, 0.50502], [1.67656, -0.17772, 1.50432], [0.55768, -0.51193, 0.17477], [3.28488, 0.74973, -0.22734], [2.02260, 0.51594, -1.43577], [1.77020, 2.26618, 0.89060], [1.87919, 2.72853, -0.65085]]}

[3]
{"formula": "C4H14N4", "method": "ωB97M-V/def2-TZVPD", "total_charge": 2, "homo_energy_ev": -17.95, "homo_lumo_gap_ha": 0.290, "e_lumo_ev": -10.06, "relative_energy_kcal_mol": 145.8, "total_energy_ev": -10313.485, "fmax_ha_per_bohr": 0.0946, "species": ["C", "C", "C", "C", "N", "N", "N", "N", "H", "H", "H", "H", "H", "H", "H", "H", "H", "H", "H", "H", "H", "H"], "coordinates": [[0.94185, 0.92723, 0.17812], [0.97836, 0.28825, 1.47256], [-1.90152, 1.63564, -0.00786], [-0.81752, -1.82977, -0.46051], [1.55186, 0.48052, -0.89235], [-1.11802, 0.44053, -0.37648], [2.27925, -0.63285, -1.03812], [-1.49666, -0.65324, -0.04725], [0.63736, 1.95384, 0.24470], [1.70712, 0.89824, 2.02047], [1.08545, -0.82535, 1.62410], [-0.04306, 0.47272, 2.12917], [-2.34226, 1.50139, 1.05464], [-1.17559, 2.31541, 0.08921], [-2.64408, 1.80786, -0.79422], [-1.46171, -2.35597, -1.13094], [0.06307, -1.58406, -1.05361], [-0.65965, -2.52210, 0.39186], [1.75224, 0.92133, -1.80557], [2.29075, -1.11007, -1.90906], [2.54572, -1.27814, -0.30709], [-2.17298, -0.85142, 0.61824]]}

[4]
{"formula": "C4H14NO", "method": "ωB97M-V/def2-TZVPD", "homo_energy_ev": [-2.80, -12.03], "homo_lumo_gap_ha": [0.132, 0.461], "spin_multiplicity": 2, "e_lumo_ev": [0.79, 0.53], "relative_energy_kcal_mol": 51.1, "s2": 0.7505, "total_energy_ev": -7908.766, "fmax_ha_per_bohr": 0.0503, "species": ["C", "C", "N", "C", "C", "H", "H", "H", "H", "H", "H", "H", "H", "H", "H", "H", "H", "H", "H", "O"], "coordinates": [[1.82044, -0.79750, 0.46859], [0.45339, -1.26872, 0.94642], [-0.69447, -0.64407, 0.16591], [-1.03255, 0.76404, 0.58474], [0.06714, 1.82830, 0.47608], [2.50525, -1.65533, 0.34665], [1.89018, -0.48500, -0.57464], [2.18342, -0.02449, 1.13745], [0.35859, -1.22726, 2.02306], [0.32175, -2.27851, 0.54414], [-0.45782, -0.65978, -0.83486], [-1.55766, -1.23592, 0.30673], [-1.97458, 1.00098, 0.10079], [-1.24574, 0.59786, 1.65149], [0.91569, 1.78970, -0.20295], [0.57663, 1.80639, 1.44946], [-0.48772, 2.76283, 0.40937], [-0.55177, -0.42593, -3.27010], [-1.82380, 0.39590, -3.07563], [-1.26637, -0.24349, -2.65266]]}

[5]
{"formula": "C4H14NO", "method": "ωB97M-V/def2-TZVPD", "total_charge": 1, "homo_energy_ev": -16.22, "homo_lumo_gap_ha": 0.488, "e_lumo_ev": -2.94, "relative_energy_kcal_mol": 8.1, "total_energy_ev": -7906.605, "fmax_ha_per_bohr": 0.0263, "species": ["C", "C", "N", "C", "C", "H", "H", "H", "H", "H", "H", "H", "H", "H", "H", "H", "H", "H", "H", "O"], "coordinates": [[-0.17612, -1.61697, 0.18854], [-0.63205, -0.46337, -0.71059], [0.43594, 0.64294, -0.74048], [1.85487, 0.20921, -0.95013], [-1.93902, 0.17627, -0.30037], [0.30081, -1.21299, 1.07780], [-1.05845, -2.12354, 0.53928], [0.48099, -2.27305, -0.37722], [-0.65902, -0.78634, -1.74020], [0.38289, 1.07345, 0.18649], [0.06175, 1.34586, -1.36392], [2.35212, 0.27379, 0.01284], [2.33402, 0.96687, -1.53641], [1.89421, -0.80319, -1.31571], [-1.90524, 0.71507, 0.63211], [-2.34509, 0.84546, -1.06174], [-2.66211, -0.61457, -0.18723], [0.14748, 0.57706, 2.90959], [0.80236, 1.90598, 2.57597], [0.32966, 1.16207, 2.16137]]}

[6]
{"formula": "C4H14NO", "method": "ωB97M-V/def2-TZVPD", "total_charge": 1, "homo_energy_ev": -14.77, "homo_lumo_gap_ha": 0.415, "e_lumo_ev": -3.48, "relative_energy_kcal_mol": 43.9, "total_energy_ev": -7905.052, "fmax_ha_per_bohr": 0.0827, "species": ["C", "C", "C", "C", "N", "H", "H", "H", "H", "H", "H", "H", "H", "H", "H", "H", "H", "H", "H", "O"], "coordinates": [[-0.56541, 0.17694, -0.85433], [-0.56051, 0.10330, 0.70339], [-1.90626, 0.92960, 1.13744], [-0.88244, -1.31770, 1.18300], [0.66406, -0.42444, -1.55304], [-1.50052, -0.47710, -1.03672], [-0.67209, 1.24214, -1.28927], [0.30335, 0.62562, 1.22885], [-2.49461, 1.29646, 0.27969], [-2.55427, 0.20086, 1.61506], [-1.57050, 1.70340, 1.87148], [-0.30484, -1.95611, 0.44421], [-1.95237, -1.52638, 0.97624], [-0.61966, -1.73332, 2.10346], [1.14332, 0.50387, -1.85391], [1.20836, -0.96291, -0.88617], [0.34281, -0.95915, -2.30369], [3.16464, 0.60316, 0.46166], [3.22888, 0.42808, -1.05930], [2.63960, 0.57871, -0.33716]]}

[7]
{"formula": "C4H14NO2", "method": "ωB97M-V/def2-TZVPD", "total_charge": 1, "homo_energy_ev": -14.66, "homo_lumo_gap_ha": 0.421, "e_lumo_ev": -3.20, "relative_energy_kcal_mol": 61.3, "total_energy_ev": -9952.104, "fmax_ha_per_bohr": 0.0970, "species": ["C", "N", "C", "C", "C", "H", "H", "H", "H", "H", "H", "H", "H", "H", "H", "H", "H", "O", "H", "H", "O"], "coordinates": [[-0.37021, -0.54100, -1.88762], [-0.54418, -1.11002, -0.54774], [0.83505, -0.97570, 0.21591], [1.49639, 0.28754, -0.46968], [1.08298, 0.02825, -1.96182], [-0.68859, -1.32535, -2.67390], [-1.00444, 0.24994, -2.12215], [-0.93190, -2.08295, -0.50122], [-1.24342, -0.58365, 0.06128], [1.50570, -1.83502, 0.14489], [0.40847, -0.60755, 1.22358], [0.87254, 1.27702, -0.18476], [2.69644, 0.35934, -0.25663], [1.65575, -0.87925, -2.28153], [1.39141, 0.94069, -2.31791], [0.79122, 1.92093, 3.54223], [0.78866, 1.18306, 2.12441], [0.85188, 1.05045, 3.12160], [-2.90502, 1.13804, 1.41885], [-3.44384, 0.40010, 0.36072], [-2.64550, 0.80208, 0.61786]]}

[8]
{"formula": "C4H14NO2", "method": "ωB97M-V/def2-TZVPD", "total_charge": 1, "homo_energy_ev": -13.32, "homo_lumo_gap_ha": 0.347, "e_lumo_ev": -3.89, "relative_energy_kcal_mol": 90.0, "total_energy_ev": -9950.858, "fmax_ha_per_bohr": 0.1302, "species": ["C", "C", "C", "C", "N", "H", "H", "H", "H", "H", "H", "H", "H", "H", "H", "H", "H", "O", "H", "H", "O"], "coordinates": [[1.54755, 1.49302, 1.63265], [0.31081, 1.62209, 0.76702], [-0.63524, 0.35919, 0.89560], [-0.68318, -0.38141, 2.01610], [-1.16466, -0.23044, -0.39344], [2.10536, 2.47199, 1.62421], [2.22022, 0.69836, 1.22229], [1.24157, 1.37453, 2.63327], [0.76834, 1.82482, -0.24792], [-0.12755, 2.51102, 1.06025], [0.25830, -0.57503, 2.54147], [-1.65592, -0.66649, 2.43645], [-1.27301, -1.17857, -0.52266], [-2.16939, 0.04246, -0.46694], [-0.76719, 0.29002, -1.12687], [1.41175, 0.60640, -3.65837], [0.08663, 0.31032, -4.42140], [0.46708, 0.09913, -3.53211], [0.04511, -3.51467, -0.45230], [-1.16530, -3.99195, -1.25512], [-0.82130, -3.16480, -0.75220]]}

[9]
{"formula": "C4H14NO2", "method": "ωB97M-V/def2-TZVPD", "total_charge": 1, "homo_energy_ev": -11.90, "homo_lumo_gap_ha": 0.071, "e_lumo_ev": -9.95, "relative_energy_kcal_mol": 225.9, "total_energy_ev": -9944.967, "fmax_ha_per_bohr": 0.0392, "species": ["C", "O", "C", "C", "C", "N", "H", "H", "H", "H", "H", "H", "H", "H", "H", "H", "H", "H", "H", "H", "O"], "coordinates": [[0.90975, 0.50630, 2.22546], [0.39522, -0.16245, -1.97362], [2.14460, 0.77950, 1.73602], [2.35228, 1.24805, 0.33872], [2.82157, 0.09009, -0.39796], [-6.26263, -2.98961, -0.68073], [0.74981, 0.27486, 3.29567], [0.04495, 0.63360, 1.57691], [-0.16976, -0.36959, -2.76390], [3.02801, 0.60536, 2.29827], [2.93646, 2.19396, 0.23635], [1.29495, 1.55453, 0.02651], [3.84167, -0.12974, -0.50145], [2.59484, 0.20799, -1.50605], [2.27466, -0.79793, -0.14458], [-6.97443, -3.32910, -1.32771], [-6.66809, -2.58020, 0.12367], [-5.83128, -3.82086, -0.37917], [-1.31102, 1.60859, -0.32322], [-0.12299, 0.48358, -1.33432], [-0.43096, 1.17775, -0.29058]]}

[10]
{"formula": "C4H14NO2", "method": "ωB97M-V/def2-TZVPD", "total_charge": 1, "homo_energy_ev": -14.89, "homo_lumo_gap_ha": 0.435, "e_lumo_ev": -3.04, "relative_energy_kcal_mol": 37.5, "total_energy_ev": -9953.134, "fmax_ha_per_bohr": 0.0753, "species": ["C", "N", "C", "C", "C", "H", "H", "H", "H", "H", "H", "H", "H", "H", "H", "H", "H", "O", "H", "H", "O"], "coordinates": [[-0.72039, 0.89066, 0.32043], [0.72521, 0.54094, 0.48266], [1.14599, -0.31986, -0.72060], [-0.20245, -0.67039, -1.36057], [-1.27567, -0.37750, -0.37670], [-1.08601, 1.16385, 1.39196], [-0.79718, 1.79962, -0.34916], [0.93920, -0.09452, 1.32723], [1.27298, 1.49555, 0.65473], [1.46828, -1.32541, -0.20054], [1.96712, 0.16890, -1.17412], [-0.30817, -0.35406, -2.39161], [-0.21254, -1.69247, -1.46846], [-1.40433, -1.08294, 0.42237], [-2.27683, -0.28154, -0.91201], [-0.69325, -4.26715, 0.07289], [-1.79145, -3.15388, 0.05638], [-0.91793, -3.40577, 0.41218], [1.21793, 3.90386, 2.04166], [1.75337, 3.70424, 0.56677], [1.19613, 3.35785, 1.20454]]}

[11]
{"formula": "C4H14NO3", "method": "ωB97M-V/def2-TZVPD", "total_charge": -1, "homo_energy_ev": -4.27, "homo_lumo_gap_ha": 0.295, "e_lumo_ev": 3.76, "relative_energy_kcal_mol": 6.4, "total_energy_ev": -12008.617, "fmax_ha_per_bohr": 0.0266, "species": ["C", "O", "C", "C", "C", "N", "H", "H", "H", "H", "H", "H", "H", "H", "H", "H", "H", "H", "O", "H", "H", "O"], "coordinates": [[1.03824, 0.10241, 0.43567], [1.88015, -0.50530, -0.44506], [-0.40657, 0.30494, -0.06586], [-1.39813, 0.46344, 1.11598], [-2.69398, 1.18356, 0.73622], [-0.86474, -0.80625, -0.90024], [1.35841, 1.13722, 0.68460], [0.95041, -0.44188, 1.40171], [-0.51717, 1.20463, -0.66178], [-0.86715, 1.00690, 1.90278], [-1.60087, -0.54708, 1.43077], [-3.47001, 0.83605, 1.42135], [-2.58490, 2.24654, 0.96270], [-2.97441, 1.15693, -0.31449], [-0.11901, -1.51286, -0.89231], [-0.93202, -0.56259, -1.88469], [2.61626, -1.89360, 1.74721], [2.68636, -1.68806, 0.25279], [3.03402, -2.30937, 0.98375], [0.99142, -0.04380, -2.98061], [2.07271, 0.19490, -2.00256], [1.80096, 0.47329, -2.92793]]}

[12]
{"formula": "C4H14NO3", "method": "ωB97M-V/def2-TZVPD", "total_charge": 1, "homo_energy_ev": -14.33, "homo_lumo_gap_ha": 0.407, "e_lumo_ev": -3.27, "relative_energy_kcal_mol": 27.9, "total_energy_ev": -12000.600, "fmax_ha_per_bohr": 0.0656, "species": ["C", "O", "C", "C", "C", "O", "N", "H", "H", "H", "H", "H", "H", "H", "H", "H", "H", "H", "H", "H", "H", "O"], "coordinates": [[-1.02824, 1.46790, -0.13201], [-1.19350, 0.80800, 1.10171], [0.27953, 0.92241, -0.78272], [-0.01882, -0.47376, -1.42570], [-0.83049, -1.50811, -0.67658], [1.24801, -1.06661, -1.68235], [1.30118, 0.82173, 0.24070], [-1.88364, 1.37844, -0.79898], [-0.92376, 2.57774, 0.00421], [-2.04668, 1.17702, 1.36746], [0.53122, 1.62715, -1.55051], [-0.55192, -0.24308, -2.31301], [-1.80632, -1.69186, -1.05056], [-0.88146, -1.46496, 0.42130], [-0.36473, -2.49649, -1.08177], [1.80603, -0.49794, -2.23397], [2.28754, 0.67901, -0.00637], [1.15407, -0.00547, 0.86414], [1.26997, 1.62777, 0.86389], [-0.07455, -0.97262, 3.35461], [1.26337, -1.53736, 2.94890], [0.46320, -1.12887, 2.56759]]}